Here is a structure of composition C34H43N9O4S4TeTi from OMol25. Energies are from the ωB97M-V functional and the def2-TZVPD basis.

CARTESIAN COORDINATES (ANGSTROEM)
1 N 2.293 -3.483 0.238
2 C 1.772 0.582 -4.603
3 C -4.621 -0.381 -0.515
4 C 3.470 2.292 -4.539
5 C 2.232 1.905 -6.561
6 N -2.687 -0.411 3.132
7 N -0.642 3.741 0.694
8 C 2.890 -4.675 0.583
9 C -3.397 -0.022 4.270
10 O -0.013 -3.123 -2.541
11 H 0.890 -1.396 -4.483
12 Te 2.121 -0.967 -2.142
13 H 1.426 6.228 -0.779
14 C -2.769 -4.064 -2.344
15 H 4.046 0.927 -2.189
16 H 0.040 5.716 0.829
17 C 0.257 3.140 -0.069
18 H 2.276 -6.713 1.135
19 C -0.384 4.987 2.834
20 H -5.998 -5.905 0.131
21 C -5.274 -0.938 0.574
22 H 3.770 3.391 -6.352
23 C -0.017 -0.237 5.500
24 H 0.310 -1.255 5.703
25 H -2.236 -3.223 0.925
26 C -4.507 -4.956 -0.921
27 H -0.438 5.985 3.270
28 H -0.184 0.289 6.435
29 C -0.656 5.063 1.341
30 H 0.002 -0.158 -3.598
31 C 0.993 -0.491 -3.891
32 C 2.406 5.855 -0.477
33 C 2.283 4.611 0.389
34 N 4.272 -0.859 -0.016
35 N -1.271 -0.243 4.748
36 C -2.515 0.068 5.274
37 S -0.359 1.749 -0.951
38 H 4.247 1.491 1.029
39 H -6.285 -1.317 0.484
40 N 0.115 -2.553 -0.039
41 H -4.309 -4.531 1.184
42 C 2.044 -5.699 0.849
43 H 3.968 -4.741 0.614
44 H -2.655 0.334 6.307
45 H 0.767 0.342 -6.485
46 H 3.991 1.113 2.726
47 C 3.207 2.607 -5.862
48 H 2.918 6.643 0.075
49 H 0.746 0.270 4.917
50 C 3.729 0.810 1.713
51 O -1.028 -1.115 -1.470
52 H 2.979 5.650 -1.382
53 H 1.855 4.830 1.359
54 C 4.164 -0.625 1.430
55 C -2.729 -3.648 0.058
56 C 1.520 0.895 -5.936
57 C -1.375 -0.542 3.437
58 C 2.263 1.064 1.573
59 C 2.753 1.279 -3.907
60 H -1.649 5.471 1.164
61 H 4.354 -1.853 -0.198
62 S -0.045 -1.095 2.535
63 H 1.997 3.024 -0.956
64 N -5.654 -5.664 -0.781
65 H -5.085 -1.417 2.666
66 S 0.427 -5.168 0.698
67 O 1.661 1.905 2.168
68 H -5.102 -0.288 -1.479
69 H -4.400 -5.231 -3.060
70 H -2.772 0.484 -1.172
71 C -3.316 0.047 -0.344
72 N -2.655 -0.027 0.813
73 H -4.452 0.183 4.248
74 H 3.428 -1.322 1.832
75 H -2.305 -3.963 -3.316
76 H 0.598 4.565 3.049
77 C 1.009 -3.616 0.249
78 H 3.268 4.184 0.580
79 H 2.452 1.609 -1.811
80 N 1.499 3.548 -0.257
81 H 4.244 2.827 -3.999
82 H 5.121 -0.430 -0.367
83 C -4.612 -0.997 1.788
84 H -1.495 3.208 0.776
85 C -3.320 -0.498 1.849
86 H 5.106 -0.808 1.953
87 H 2.035 2.140 -7.599
88 C -3.930 -4.779 -2.195
89 Ti 0.266 -0.524 -0.110
90 O 1.615 0.246 0.686
91 H -1.129 4.362 3.328
92 S -0.722 -2.610 -1.409
93 C 2.995 0.936 -2.462
94 C -3.881 -4.380 0.200
95 H -6.042 -6.164 -1.561
96 C -2.173 -3.488 -1.214

## Properties
**Strongest force on any atom**: 2.01 eV Å⁻¹
**Relative energy (zero: lowest compared OMol25 entry of this formula, charge and spin)**: 62.54 kJ/mol
**HOMO**: -12.84 eV
**Orbital gap**: 7.3 eV
**Net charge**: +2

Here is a structure of composition C34H44AlF3OSTe from OMol25. Energies are from the ωB97M-V functional and the def2-TZVPD basis.

CARTESIAN COORDINATES (ANGSTROEM)
1 S 2.421 -0.591 -2.760
2 C -1.194 3.140 -2.035
3 C 0.437 -2.373 0.653
4 H -1.923 1.006 4.378
5 H -3.268 -0.144 4.364
6 H 2.086 0.376 3.265
7 H 2.965 3.252 3.344
8 H -3.853 -0.021 0.657
9 C -0.789 -0.606 -4.836
10 C 0.403 -3.828 2.654
11 C 1.982 2.053 1.792
12 C -2.074 0.210 -6.626
13 H 1.866 4.279 -0.966
14 C 0.500 -4.873 0.423
15 C -0.258 2.209 0.116
16 H -1.632 -0.643 3.883
17 H -2.239 2.927 -1.629
18 H -2.201 0.444 -7.683
19 C 0.550 -5.059 3.217
20 H -2.403 1.899 -0.193
21 C -1.564 1.739 0.469
22 C -0.655 4.640 -0.139
23 H 2.402 3.554 0.387
24 H -0.892 2.307 -2.697
25 C -2.772 0.656 2.470
26 H 1.756 2.710 -1.752
27 H 0.618 -5.257 4.260
28 H 0.213 5.144 0.409
29 F 0.288 -7.557 4.311
30 C 2.621 0.769 2.376
31 H 0.613 -4.697 -0.651
32 C -0.267 1.043 2.186
33 H 3.663 1.006 2.594
34 F 1.883 -8.274 2.951
35 H 0.020 0.462 3.053
36 H 1.277 3.854 2.862
37 Te -1.743 -1.234 -1.920
38 H 2.937 1.997 -0.170
39 C 1.175 3.648 -1.559
40 C 2.964 -1.995 -1.608
41 C -3.618 -0.327 1.696
42 H 2.117 -2.639 -1.349
43 F -0.257 -8.483 2.309
44 H 4.490 0.529 -2.123
45 C 0.542 -1.218 0.225
46 C 0.575 -6.148 1.015
47 C 2.894 2.638 0.724
48 C 1.895 2.965 3.045
49 H -3.973 -0.198 -3.826
50 C 0.644 -6.257 2.408
51 H -4.680 1.603 2.958
52 C -3.674 1.887 2.643
53 H 0.983 4.223 -2.509
54 H 3.725 -2.597 -2.148
55 H -1.252 4.108 -2.601
56 H 0.100 0.279 -6.669
57 H 0.108 -2.967 3.284
58 H -4.523 -0.605 2.269
59 H 4.618 -0.588 -3.458
60 H -1.416 4.428 0.643
61 Al 0.310 0.457 -0.796
62 H -3.184 2.652 3.269
63 C -1.554 1.044 1.694
64 H 0.122 -1.099 -4.495
65 C -3.125 -0.248 -4.538
66 H 3.384 -1.610 -0.709
67 C 0.405 -3.698 1.229
68 H 1.437 2.315 3.804
69 C -3.211 0.177 -5.831
70 C 0.591 1.748 1.285
71 C -1.911 -0.644 -4.009
72 H -1.142 5.284 -0.846
73 H 3.861 2.830 1.167
74 H 3.872 1.025 -3.802
75 H -3.823 2.415 1.664
76 C -0.219 3.370 -0.889
77 C 3.938 0.168 -3.065
78 H 2.551 -0.116 1.644
79 C -0.827 -0.017 -6.095
80 H -3.090 -1.332 1.650
81 C -2.340 0.172 3.833
82 H -4.190 0.484 -6.149
83 O 1.735 0.552 -1.807
84 H 0.553 -7.066 0.418
85 C 0.646 -7.666 2.989

## Properties
**Strongest force on any atom**: 3.64 eV Å⁻¹
**Relative energy (zero: lowest compared OMol25 entry of this formula, charge and spin)**: 104.47 kJ/mol
**HOMO**: -6.69 eV
**Orbital gap**: 6.3 eV
**Net charge**: 0

> net charge of number 1 (C34H43N9O4S4TeTi)?

+2

> Among the records above, which one has the highest orbital gap?

C34H43N9O4S4TeTi